Arrangement A

A molecular structure, C4H9NOS, computed with the ωB97M-V functional and the def2-TZVPD basis.

The gap between HOMO and LUMO is 9.2 eV. The value obtained for the highest occupied orbital energy is -8.35 eV. For the LUMO energy, the calculation gives 0.032 hartree.

Cartesian coordinates (Å):
C (2.131, 0.490, -1.079)
C (2.589, -0.345, 0.097)
C (-2.678, -0.368, 0.527)
C (-1.726, 0.447, -0.321)
N (1.209, -0.358, -0.396)
O (-0.161, -0.769, 1.877)
S (0.168, 0.300, 0.939)
H (2.150, 1.605, -0.952)
H (2.427, 0.280, -2.076)
H (3.056, -1.315, -0.228)
H (2.918, 0.273, 0.894)
H (-2.750, -0.178, 1.590)
H (-3.659, -0.205, 0.082)
H (-2.529, -1.438, 0.523)
H (-1.833, 1.559, -0.265)
H (-1.312, 0.023, -1.212)

natural (NBO) atomic charges, in units of e: C -0.263; C -0.286; C -0.673; C -0.420; N -0.589; O -0.926; S 1.223; H 0.189; H 0.205; H 0.216; H 0.211; H 0.236; H 0.220; H 0.232; H 0.208; H 0.218

Arrangement B

A single C4H9NOS molecule, computed with the ωB97M-V functional and the def2-TZVPD basis.

The gap between HOMO and LUMO is 9.9 eV. The value obtained for the highest occupied orbital energy is -9.18 eV. Its structure (SMILES) is NC[C@@H]1[C@H](O)[C@@H]1S. For the LUMO energy, the calculation gives 0.027 hartree.

Cartesian coordinates (Å):
C (-1.236, 0.133, -0.379)
C (-0.192, 0.441, 0.688)
C (1.034, 1.216, 0.254)
C (1.197, -0.179, 0.760)
H (-1.322, -1.908, -0.139)
H (-2.649, -1.182, 0.229)
H (-0.778, 0.264, -1.358)
H (-2.091, 0.886, -0.341)
H (-0.622, 0.625, 1.695)
H (1.423, 2.015, 0.888)
H (1.914, 1.009, -1.454)
H (1.621, -0.285, 1.760)
H (0.597, -1.862, -0.800)
N (-1.886, -1.130, -0.395)
O (1.155, 1.479, -1.113)
S (1.834, -1.525, -0.295)

natural (NBO) atomic charges, in units of e: C -0.235; C -0.258; C 0.083; C -0.386; H 0.346; H 0.352; H 0.213; H 0.204; H 0.220; H 0.179; H 0.482; H 0.234; H 0.131; N -0.826; O -0.704; S -0.036

Going by the energies, arrangement B is most stable and the next is 0.0790 hartree up.

Arrangement A

A molecular structure, C2H2ClNS2, computed with the ωB97M-V functional and the def2-TZVPD basis.

The gap between HOMO and LUMO is 7.4 eV. The value obtained for the highest occupied orbital energy is -8.88 eV. For the LUMO energy, the calculation gives -0.053 hartree.

Cartesian coordinates (Å):
C (1.365, 0.160, -0.925)
C (1.897, 0.976, -0.249)
N (-2.369, -0.256, -0.028)
S (-2.390, 1.137, 0.616)
S (-1.544, -1.505, 0.119)
Cl (-0.239, -1.830, 1.675)
H (0.794, -0.536, -1.397)
H (2.485, 1.854, 0.189)

natural (NBO) atomic charges, in units of e: C -0.248; C -0.228; N -0.794; S 0.286; S 0.746; Cl -0.231; H 0.214; H 0.256

Arrangement B

2 unconnected molecules or ions with the total composition C2H2ClNS2, computed with the ωB97M-V functional and the def2-TZVPD basis.

The gap between HOMO and LUMO is 7.3 eV. The value obtained for the highest occupied orbital energy is -8.76 eV. Its structure (SMILES) is S=NSCl.C#C. For the LUMO energy, the calculation gives -0.055 hartree.

Cartesian coordinates (Å):
C (1.078, 0.557, 0.617)
C (0.952, -0.556, 0.169)
N (-3.956, 0.763, 0.336)
S (-4.574, 1.990, -0.428)
S (-3.932, -0.702, 0.618)
Cl (-4.874, -1.929, -0.725)
H (1.305, 1.628, 0.746)
H (0.765, -1.355, -0.552)

natural (NBO) atomic charges, in units of e: C -0.242; C -0.253; N -0.797; S 0.253; S 0.809; Cl -0.264; H 0.249; H 0.245

Going by the energies, arrangement B is most stable and the next is 0.0019 hartree up.

Arrangement A

A single C19H31N3O4 molecule, computed with the ωB97M-V functional and the def2-TZVPD basis.

The gap between HOMO and LUMO is 9.8 eV. The value obtained for the highest occupied orbital energy is -9.21 eV. Its structure (SMILES) is C=C(C)CC(=O)N[C@H]1C[C@H]2CC[C@@H]([C@H]1C)N2C(=O)C(C)(C)NC(=O)OC. For the LUMO energy, the calculation gives 0.022 hartree.

Cartesian coordinates (Å):
C (3.723, 1.584, -3.651)
C (2.758, 2.480, -3.466)
C (1.537, 2.552, -4.337)
C (2.800, 3.476, -2.338)
C (1.813, 3.144, -1.220)
O (1.139, 3.995, -0.668)
N (1.770, 1.834, -0.883)
C (0.931, 1.347, 0.206)
C (-0.540, 1.211, -0.228)
C (-0.846, -0.137, -0.886)
C (0.064, -0.457, -2.085)
C (1.271, -1.200, -1.467)
C (0.986, -1.205, 0.040)
C (1.472, 0.036, 0.807)
C (2.982, 0.042, 1.006)
N (-0.483, -1.212, 0.048)
C (-1.122, -1.651, 1.172)
O (-0.486, -2.129, 2.096)
C (-2.678, -1.684, 1.209)
C (-3.367, -0.317, 1.125)
C (-3.163, -2.582, 0.068)
N (-3.075, -2.339, 2.450)
C (-2.734, -1.797, 3.663)
O (-2.480, -0.638, 3.887)
O (-2.782, -2.751, 4.615)
C (-2.462, -2.290, 5.928)
H (4.605, 1.570, -3.021)
H (3.671, 0.855, -4.450)
H (1.525, 3.494, -4.889)
H (1.500, 1.731, -5.051)
H (0.626, 2.534, -3.732)
H (3.799, 3.517, -1.898)
H (2.542, 4.476, -2.685)
H (2.349, 1.201, -1.409)
H (0.976, 2.121, 0.974)
H (-1.173, 1.313, 0.656)
H (-0.788, 2.037, -0.896)
H (-1.893, -0.193, -1.169)
H (-0.462, -1.104, -2.786)
H (0.347, 0.448, -2.620)
H (1.306, -2.228, -1.829)
H (2.234, -0.754, -1.718)
H (1.355, -2.099, 0.537)
H (1.009, -0.051, 1.794)
H (3.530, -0.014, 0.063)
H (3.304, 0.949, 1.519)
H (3.282, -0.815, 1.610)
H (-3.327, 0.095, 0.120)
H (-4.415, -0.461, 1.386)
H (-2.944, 0.392, 1.830)
H (-2.889, -2.163, -0.899)
H (-2.718, -3.577, 0.140)
H (-4.248, -2.678, 0.115)
H (-2.972, -3.343, 2.444)
H (-2.538, -3.161, 6.572)
H (-1.452, -1.884, 5.953)
H (-3.163, -1.519, 6.246)

natural (NBO) atomic charges, in units of e: C -0.429; C 0.042; C -0.652; C -0.540; C 0.689; O -0.628; N -0.653; C -0.045; C -0.421; C -0.031; C -0.414; C -0.412; C -0.049; C -0.234; C -0.608; N -0.470; C 0.697; O -0.628; C 0.031; C -0.618; C -0.598; N -0.632; C 0.916; O -0.653; O -0.521; C -0.253; H 0.199; H 0.201; H 0.226; H 0.218; H 0.218; H 0.234; H 0.242; H 0.414; H 0.230; H 0.222; H 0.229; H 0.214; H 0.214; H 0.216; H 0.221; H 0.201; H 0.239; H 0.238; H 0.193; H 0.220; H 0.220; H 0.201; H 0.227; H 0.249; H 0.215; H 0.213; H 0.222; H 0.401; H 0.191; H 0.195; H 0.191

Arrangement B

A single C19H31N3O4 molecule, computed with the ωB97M-V functional and the def2-TZVPD basis.

The gap between HOMO and LUMO is 9.9 eV. The value obtained for the highest occupied orbital energy is -9.37 eV. Its structure (SMILES) is C=C(C)CC(=O)N[C@H]1C[C@H]2CC[C@@H]([C@H]1C)N2C(=O)C(C)(C)NC(=O)OC. For the LUMO energy, the calculation gives 0.021 hartree.

Cartesian coordinates (Å):
C (0.927, 0.926, -5.270)
C (-0.348, 1.283, -5.135)
C (-1.485, 0.392, -5.543)
C (-0.742, 2.592, -4.508)
C (-1.215, 2.498, -3.056)
O (-1.948, 3.336, -2.569)
N (-0.729, 1.427, -2.378)
C (-1.053, 1.173, -0.980)
C (-1.867, -0.124, -0.813)
C (-0.982, -1.363, -0.680)
C (0.003, -1.553, -1.845)
C (1.265, -0.760, -1.415)
C (0.906, -0.184, -0.035)
C (0.199, 1.182, -0.074)
C (1.162, 2.311, -0.416)
N (-0.056, -1.185, 0.448)
C (-0.503, -1.463, 1.703)
O (-1.690, -1.675, 1.912)
C (0.463, -1.616, 2.906)
C (0.338, -3.087, 3.344)
C (1.935, -1.299, 2.662)
N (-0.122, -0.731, 3.918)
C (0.403, -0.584, 5.159)
O (1.479, -0.989, 5.542)
O (-0.461, 0.102, 5.949)
C (0.012, 0.309, 7.285)
H (1.731, 1.591, -4.979)
H (1.203, -0.029, -5.700)
H (-2.087, 0.876, -6.315)
H (-1.132, -0.565, -5.925)
H (-2.155, 0.208, -4.699)
H (0.091, 3.299, -4.517)
H (-1.563, 3.056, -5.056)
H (-0.102, 0.819, -2.878)
H (-1.677, 2.020, -0.695)
H (-2.478, -0.058, 0.088)
H (-2.538, -0.228, -1.667)
H (-1.599, -2.240, -0.493)
H (0.244, -2.609, -1.958)
H (-0.426, -1.218, -2.791)
H (2.120, -1.429, -1.321)
H (1.562, 0.020, -2.116)
H (1.774, -0.114, 0.608)
H (-0.171, 1.350, 0.944)
H (1.634, 2.167, -1.389)
H (0.636, 3.267, -0.448)
H (1.952, 2.380, 0.334)
H (0.743, -3.747, 2.573)
H (0.913, -3.226, 4.259)
H (-0.705, -3.340, 3.513)
H (2.264, -1.780, 1.741)
H (2.118, -0.227, 2.607)
H (2.524, -1.687, 3.489)
H (-1.115, -0.575, 3.834)
H (-0.779, 0.861, 7.783)
H (0.187, -0.643, 7.782)
H (0.937, 0.882, 7.282)

natural (NBO) atomic charges, in units of e: C -0.423; C 0.033; C -0.652; C -0.543; C 0.695; O -0.629; N -0.662; C -0.057; C -0.426; C -0.045; C -0.414; C -0.419; C -0.033; C -0.225; C -0.614; N -0.465; C 0.709; O -0.641; C 0.044; C -0.615; C -0.624; N -0.641; C 0.890; O -0.663; O -0.522; C -0.253; H 0.200; H 0.201; H 0.225; H 0.218; H 0.220; H 0.239; H 0.242; H 0.418; H 0.251; H 0.239; H 0.218; H 0.235; H 0.221; H 0.208; H 0.221; H 0.207; H 0.231; H 0.215; H 0.203; H 0.228; H 0.212; H 0.210; H 0.229; H 0.231; H 0.209; H 0.213; H 0.250; H 0.427; H 0.193; H 0.191; H 0.191

Going by the energies, arrangement A is most stable and the next is 0.0049 hartree up.